1.
The following is a quantum chemistry calculation of a 13-piece molecular cluster, C39H101N3O33S10 overall at a distorted geometry, from the OMol25 dataset.

Values from the calculation:
* highest occupied orbital energy: -0.3574 Eh
* total charge: 0
* E_tot: -222467.0204 eV

Cartesian coordinates (Å):
C (5.61005, -0.22018, -0.92088)
C (5.02481, -0.84592, -2.18783)
O (3.81902, -0.89845, -2.43119)
N (5.93501, -1.49884, -2.96476)
C (5.50264, -2.43342, -3.99381)
H (5.44774, -0.94961, -0.11410)
H (4.97776, 0.63132, -0.67321)
H (6.68944, 0.03525, -0.96860)
H (6.87371, -1.51601, -2.63823)
H (5.29780, -3.41802, -3.56685)
H (6.30843, -2.56450, -4.73015)
H (4.71241, -1.97203, -4.55614)
C (-8.72920, -0.34574, -5.38632)
C (-7.30534, -0.60552, -4.91815)
O (-6.54228, -1.08226, -5.73815)
N (-6.97025, -0.25743, -3.61418)
C (-5.65884, -0.30726, -3.07250)
H (-9.18320, -1.28755, -5.70376)
H (-8.64260, 0.16817, -6.33921)
H (-9.36105, 0.23092, -4.68753)
H (-7.72367, 0.02779, -3.02080)
H (-4.98098, 0.39610, -3.57294)
H (-5.13395, -1.26235, -3.19606)
H (-5.74045, 0.02397, -2.04588)
C (-2.65297, 4.01771, -2.71409)
C (-3.56983, 3.02353, -1.90051)
O (-3.13931, 2.35469, -0.99604)
N (-4.88310, 2.93619, -2.37397)
C (-5.43355, 3.64733, -3.46998)
H (-1.60427, 4.03972, -2.38396)
H (-3.03165, 5.04006, -2.74427)
H (-2.57141, 3.70051, -3.77134)
H (-5.41949, 2.38671, -1.72831)
H (-5.94367, 4.54891, -3.12851)
H (-6.21295, 3.06319, -3.98140)
H (-4.62767, 3.84509, -4.18397)
O (4.26099, -3.58342, -0.11137)
S (3.73123, -4.65064, -0.87887)
O (4.56817, -5.59091, -1.60887)
O (2.84094, -5.42873, 0.12460)
C (2.21632, -6.62156, -0.28670)
C (1.21993, -7.10529, 0.83576)
C (2.51420, -3.97200, -2.06052)
H (2.94824, -7.39777, -0.47882)
H (1.62442, -6.48439, -1.20560)
H (1.74332, -7.32599, 1.76604)
H (0.75204, -8.03767, 0.50880)
H (0.42101, -6.40967, 1.06940)
H (2.11804, -4.79886, -2.63823)
H (2.94301, -3.22445, -2.72896)
H (1.65627, -3.48340, -1.59904)
O (8.12319, 3.50084, 1.24909)
S (6.82480, 3.96599, 1.19098)
O (6.14224, 4.27887, 0.02013)
O (5.91499, 2.94630, 1.88759)
C (6.35806, 2.04124, 2.86634)
C (5.40668, 0.86547, 2.90146)
C (6.72297, 5.40413, 2.25834)
H (6.32495, 2.54062, 3.83301)
H (7.37684, 1.72960, 2.71167)
H (5.24494, 0.49560, 1.87800)
H (4.38517, 1.15343, 3.18267)
H (5.73540, 0.00439, 3.50064)
H (7.09460, 5.13315, 3.24176)
H (5.67848, 5.68769, 2.26912)
H (7.35758, 6.17286, 1.84491)
O (1.36579, 2.98698, -4.59314)
S (0.65110, 1.81377, -4.25362)
O (0.16480, 1.68169, -2.93278)
O (-0.56727, 1.73151, -5.14645)
C (-1.67651, 0.79019, -4.83412)
C (-2.75764, 0.88206, -5.92909)
C (1.64611, 0.33902, -4.62435)
H (-2.03520, 1.05796, -3.82289)
H (-1.16773, -0.19345, -4.79507)
H (-3.22667, 1.87164, -5.98996)
H (-3.51391, 0.07394, -5.80969)
H (-2.24635, 0.73407, -6.88907)
H (2.45492, 0.27389, -3.89210)
H (2.01986, 0.38274, -5.64655)
H (1.04775, -0.58104, -4.49914)
O (0.67128, 6.08407, 3.50942)
S (2.04632, 5.92298, 3.49378)
O (2.88648, 6.64354, 2.64765)
O (2.57823, 6.23739, 4.92126)
C (1.84313, 5.78032, 6.07523)
C (2.68498, 6.08662, 7.34265)
C (2.47887, 4.15550, 3.33653)
H (1.72181, 4.69903, 6.02142)
H (0.93203, 6.36479, 6.15476)
H (2.03672, 5.85999, 8.21199)
H (2.86519, 7.15588, 7.48732)
H (3.59504, 5.48072, 7.41163)
H (2.18914, 3.71492, 2.36954)
H (1.98680, 3.55793, 4.11112)
H (3.55139, 4.02202, 3.45559)
O (-0.91868, 4.14376, 6.35797)
S (-1.04530, 2.88812, 5.71917)
O (-1.56295, 2.82436, 4.41576)
O (0.35245, 2.20608, 5.74195)
C (0.52901, 1.01591, 4.87607)
C (1.93139, 0.42927, 5.16051)
C (-1.97785, 1.76220, 6.78764)
H (0.39938, 1.32285, 3.83226)
H (-0.26595, 0.29741, 5.12638)
H (2.70375, 1.17555, 5.03499)
H (2.15818, -0.36195, 4.44267)
H (1.99125, 0.02406, 6.17279)
H (-1.43596, 1.58263, 7.71307)
H (-2.04895, 0.80565, 6.27152)
H (-2.95104, 2.15407, 7.00850)
O (1.23925, 4.91660, -1.89641)
S (2.10373, 4.49599, -0.86615)
O (3.03819, 5.31263, -0.24400)
O (1.24974, 3.92222, 0.30712)
C (-0.20093, 3.57856, 0.10388)
C (-0.65470, 3.01420, 1.47521)
C (3.03341, 3.01758, -1.37677)
H (-0.36646, 2.80088, -0.64118)
H (-0.79657, 4.45689, -0.13489)
H (-1.67799, 2.65597, 1.42801)
H (-0.71293, 3.69635, 2.33313)
H (-0.05088, 2.15805, 1.83339)
H (3.68659, 3.22724, -2.24068)
H (2.28778, 2.26994, -1.62479)
H (3.64784, 2.69213, -0.52999)
O (-2.55281, -2.38058, -3.49468)
S (-1.84099, -3.13825, -4.48817)
O (-0.69875, -2.62100, -5.09071)
O (-1.23781, -4.32230, -3.63711)
C (-1.89967, -4.84698, -2.42925)
C (-0.92982, -5.84535, -1.81828)
C (-2.80933, -3.82170, -5.46352)
H (-2.81441, -5.36232, -2.71932)
H (-2.13653, -4.06633, -1.72580)
H (-1.24281, -6.40752, -0.95626)
H (-0.06838, -5.29583, -1.50597)
H (-0.66508, -6.61155, -2.57660)
H (-3.36082, -3.08507, -6.04287)
H (-3.57397, -4.27422, -4.82865)
H (-2.39240, -4.55248, -6.15511)
O (-8.45070, -1.22447, 2.40478)
S (-8.36394, -0.63258, 1.14291)
O (-8.49075, 0.74587, 0.87636)
O (-7.00858, -1.03432, 0.46232)
C (-6.47093, -2.38825, 0.59454)
C (-5.09904, -2.33251, -0.01497)
C (-9.54357, -1.46813, 0.12520)
H (-7.10957, -3.05430, -0.01014)
H (-6.46634, -2.62885, 1.65226)
H (-4.64283, -1.37018, 0.26009)
H (-5.19860, -2.38247, -1.09054)
H (-4.40842, -3.08252, 0.28074)
H (-9.47582, -2.54723, 0.20522)
H (-9.37610, -1.11036, -0.89612)
H (-10.48733, -1.02206, 0.44020)
O (4.19695, -2.14342, 3.89238)
S (3.33167, -3.29080, 3.84064)
O (2.64545, -3.69810, 5.02357)
O (2.37083, -2.93118, 2.68509)
C (1.15786, -3.68905, 2.55308)
C (0.07558, -3.09906, 3.51000)
C (4.23053, -4.65675, 3.19028)
H (1.28749, -4.77016, 2.77243)
H (0.80209, -3.58103, 1.54026)
H (0.42578, -3.06867, 4.52575)
H (-0.89404, -3.61684, 3.50005)
H (-0.22801, -2.13876, 3.11126)
H (3.71486, -5.56335, 2.93938)
H (4.97399, -4.81868, 3.96267)
H (4.75802, -4.28688, 2.29783)
O (-0.36126, -2.60779, -0.85005)
S (-0.94561, -1.58368, -0.03475)
O (-1.97603, -1.88128, 0.89816)
O (0.17357, -0.93371, 0.81344)
C (1.35882, -0.31206, 0.09828)
C (2.26762, 0.20206, 1.21688)
C (-1.52104, -0.31071, -1.06686)
H (1.05281, 0.55456, -0.49531)
H (1.79470, -1.07771, -0.54389)
H (3.23686, 0.44190, 0.74060)
H (2.49283, -0.55560, 1.96448)
H (1.84876, 1.12137, 1.64541)
H (-2.27467, -0.64233, -1.77236)
H (-0.65093, 0.00647, -1.60533)
H (-1.82686, 0.54175, -0.45873)

Here are the Mulliken charges for atoms 1 to 8, given in e:
1 C 0.4045
2 C 0.1687
3 O -0.2103
4 N -0.1728
5 C -0.7722
6 H 0.0331
7 H -0.7118
8 H 0.4129

=====

2.
The following is a quantum chemistry calculation of a 9-piece molecular cluster, C39H104N8O12 overall at a distorted geometry, from the OMol25 dataset.

Values from the calculation:
* highest occupied orbital energy: -0.3070 Eh
* structure (SMILES): COC[C@H](C)N.COC[C@H](C)N.COC[C@H](C)N.COC[C@H](C)N.COC[C@H](C)N.COCCNCCOC.COCCNCCOC.COCCNCCOC.CO
* ΔE to the lowest compared entry with this formula, charge and spin: 0.814 eV
* total charge: 0
* E_tot: -78608.1965 eV

Cartesian coordinates (Å):
C (5.69681, 3.89403, 2.58739)
O (5.18081, 2.63611, 2.98352)
C (3.91645, 2.36733, 2.43863)
C (3.46546, 1.02270, 2.85408)
C (2.68817, 0.21607, 1.86428)
N (2.96688, 1.05648, 4.13420)
H (4.89211, 4.52771, 2.96024)
H (5.75795, 4.06058, 1.51193)
H (6.61989, 4.03476, 3.14971)
H (3.18431, 3.13015, 2.70356)
H (4.02173, 2.42908, 1.35548)
H (4.32537, 0.35485, 2.90518)
H (1.83269, 0.88660, 1.78288)
H (2.24540, -0.67215, 2.31498)
H (3.25457, 0.07965, 0.94304)
H (2.98964, 0.07631, 4.37682)
H (3.68678, 1.52861, 4.66235)
C (1.80905, -2.61480, -5.05818)
O (0.48768, -2.14170, -4.85342)
C (-0.05319, -1.49708, -5.94027)
C (-1.45000, -0.87598, -5.55984)
C (-2.34782, -1.70852, -4.69544)
N (-2.12843, -0.28397, -6.69371)
H (2.08555, -3.32127, -4.27552)
H (2.50814, -1.78033, -5.11332)
H (1.79527, -3.23246, -5.95618)
H (0.67679, -0.73324, -6.20819)
H (-0.12296, -2.12596, -6.82782)
H (-1.20219, 0.02160, -4.99323)
H (-1.85322, -2.50854, -4.14460)
H (-3.09779, -2.26573, -5.25685)
H (-2.86372, -1.10736, -3.94673)
H (-2.80021, 0.28564, -6.19939)
H (-1.57382, 0.32909, -7.27395)
C (-1.90273, -5.39518, 1.38372)
O (-0.69023, -5.59211, 0.62301)
C (-0.81834, -5.61319, -0.77505)
C (0.47322, -5.47324, -1.50609)
C (0.37642, -5.13831, -2.96941)
N (1.10748, -6.77441, -1.42465)
H (-2.57209, -6.23788, 1.21079)
H (-2.44474, -4.48199, 1.13797)
H (-1.60581, -5.50246, 2.42700)
H (-1.56405, -6.29322, -1.18685)
H (-1.34604, -4.68168, -0.97981)
H (1.16410, -4.83876, -0.95093)
H (1.35484, -4.94465, -3.40903)
H (-0.05117, -4.14745, -3.12260)
H (-0.25423, -5.79911, -3.56416)
H (1.13383, -7.08710, -0.46463)
H (2.05666, -6.66848, -1.75317)
C (-6.26224, 2.11686, -2.36566)
O (-4.93427, 2.55153, -2.57434)
C (-4.40247, 3.29667, -1.44093)
C (-2.89757, 3.71992, -1.61751)
C (-2.63601, 4.68093, -2.78855)
N (-2.13961, 2.54268, -1.78338)
H (-6.97018, 2.92520, -2.18261)
H (-6.22648, 1.46528, -1.49258)
H (-6.45568, 1.53981, -3.26992)
H (-5.08307, 4.12235, -1.23324)
H (-4.40689, 2.70638, -0.52460)
H (-2.49349, 4.23331, -0.74501)
H (-1.78468, 5.35726, -2.86529)
H (-3.56285, 5.25434, -2.80557)
H (-2.69834, 4.16213, -3.74515)
H (-1.17110, 2.66899, -1.52623)
H (-2.11305, 2.29749, -2.76281)
C (1.06867, -1.97505, -0.73008)
O (0.17697, -0.84315, -0.40044)
C (-1.03167, -0.80193, -1.12567)
C (-2.19868, -0.42479, -0.17188)
C (-3.53083, -0.37055, -0.84228)
N (-1.95191, 0.82287, 0.51327)
H (0.90779, -2.64131, -1.57761)
H (1.12911, -2.68702, 0.09304)
H (2.02645, -1.46277, -0.82133)
H (-0.88285, -0.11915, -1.96219)
H (-1.20086, -1.82439, -1.46337)
H (-2.20165, -1.17688, 0.61708)
H (-3.55322, 0.31942, -1.68581)
H (-4.22695, -0.09610, -0.04970)
H (-3.90768, -1.31942, -1.22402)
H (-1.01743, 0.56440, 0.79617)
H (-2.17236, 1.59873, -0.09462)
C (0.56812, 3.85258, 5.07636)
O (-0.63285, 3.93381, 4.35958)
C (-1.12400, 2.85068, 3.69825)
C (-2.58376, 3.01144, 3.49659)
N (-3.36996, 1.78350, 3.38091)
C (-4.81061, 1.94163, 2.96600)
C (-5.61997, 0.69351, 2.78089)
O (-6.99323, 0.99985, 2.60546)
C (-7.41706, 1.13383, 1.24578)
H (1.40394, 3.94628, 4.38301)
H (0.60379, 3.00825, 5.76480)
H (0.65422, 4.81771, 5.57558)
H (-0.98414, 1.92739, 4.26047)
H (-0.56888, 2.60188, 2.79379)
H (-2.73682, 3.69557, 2.66195)
H (-2.91741, 3.55652, 4.37958)
H (-3.06382, 1.34478, 2.52422)
H (-4.93912, 2.53307, 2.05947)
H (-5.17984, 2.51227, 3.81814)
H (-5.59904, 0.26849, 3.78440)
H (-5.38276, -0.07434, 2.04452)
H (-8.37679, 1.65055, 1.24870)
H (-7.39097, 0.19841, 0.68685)
H (-6.77022, 1.90868, 0.83431)
C (6.23535, -3.35038, 2.50133)
O (4.82536, -3.33501, 2.56519)
C (4.35937, -4.02094, 3.68883)
C (2.83897, -4.13373, 3.77241)
N (2.00567, -2.98119, 3.36486)
C (0.58357, -3.30491, 3.35328)
C (-0.20544, -2.07900, 3.09674)
O (-1.54929, -2.07262, 3.57221)
C (-2.19385, -0.80257, 3.62680)
H (6.69992, -3.10808, 3.45714)
H (6.61739, -2.59971, 1.80950)
H (6.55570, -4.33312, 2.15539)
H (4.78240, -3.41963, 4.49355)
H (4.81464, -4.99709, 3.85605)
H (2.72238, -4.29398, 4.84425)
H (2.67157, -5.09597, 3.28850)
H (2.21091, -2.73603, 2.40680)
H (0.16809, -3.83169, 4.21234)
H (0.37939, -3.96084, 2.50702)
H (-0.33284, -1.80907, 2.04841)
H (0.33930, -1.24592, 3.54096)
H (-2.21980, -0.57397, 4.69224)
H (-3.24864, -0.84404, 3.35514)
H (-1.64650, -0.07056, 3.03295)
C (1.48526, 5.93604, 0.44991)
O (1.78640, 4.76534, -0.35588)
C (0.92572, 3.72262, -0.05293)
C (1.33937, 2.51660, -0.99166)
N (0.74832, 2.56557, -2.34042)
C (1.18198, 3.68894, -3.15368)
C (2.59293, 3.73838, -3.69870)
O (2.92728, 2.43956, -4.05288)
C (4.29244, 2.26270, -4.46099)
H (0.48503, 6.33899, 0.29093)
H (2.05744, 6.83636, 0.22598)
H (1.53824, 5.70674, 1.51420)
H (-0.12695, 3.96752, -0.19437)
H (0.99574, 3.32944, 0.96127)
H (0.79755, 1.68464, -0.54177)
H (2.41089, 2.32748, -1.05641)
H (1.12167, 1.77729, -2.84966)
H (0.79186, 4.57258, -2.64864)
H (0.57801, 3.64219, -4.05985)
H (3.33646, 3.99920, -2.94553)
H (2.74122, 4.40471, -4.54848)
H (4.65549, 3.12755, -5.01625)
H (4.46673, 1.38740, -5.08673)
H (4.86131, 2.10334, -3.54496)
C (4.15062, -4.78345, 0.09592)
O (4.75722, -3.51418, -0.11929)
H (3.28790, -4.61813, 0.74128)
H (3.80322, -5.22027, -0.84034)
H (4.91448, -5.40457, 0.56371)
H (4.70758, -2.99998, 0.68985)

Here are the Mulliken charges for atoms 1 to 8, given in e:
1 C -0.7594
2 O -0.4478
3 C -0.4650
4 C 0.7371
5 C 0.8654
6 N -0.5737
7 H 0.3274
8 H 0.2769